Below is a cluster of 2 separate species, C4H5F2IO2 in total in a non-equilibrium geometry, with properties calculated with the ωB97M-V functional and the def2-TZVPD basis.

Energy above the lowest of the compared OMol25 structures with the same formula, charge and spin in kJ/mol: 6.1
Orbital gap in eV: 10.014

Each line ends with the natural charge from an NBO analysis.
CARTESIAN COORDINATES (ANGSTROEM)
C1 -1.549 -0.494 -0.331  0.351
C2 0.171 0.266 -0.516  0.433
C3 -2.565 -0.780 -1.392  -0.645
C4 3.276 0.856 1.365  0.490
O1 -0.306 -1.077 -0.553  -0.522
O2 -1.023 0.795 -0.387  -0.484
F1 3.828 2.036 1.102  -0.335
F2 4.139 -0.002 1.857  -0.318
I1 1.643 1.188 2.814  -0.012
H1 -2.087 -0.861 0.569  0.183
H2 2.857 0.554 0.396  0.173
H3 -2.831 -1.857 -1.391  0.234
H4 -2.136 -0.515 -2.383  0.224
H5 -3.415 -0.109 -1.150  0.228

***

Below is a cluster of 2 separate species, C5H5N2 in total in a non-equilibrium geometry, with properties calculated with the ωB97M-V functional and the def2-TZVPD basis.

Energy above the lowest of the compared OMol25 structures with the same formula, charge and spin in kJ/mol: 370.7
Net charge: +1
Spin multiplicity: 3
Orbital gap (spin up / spin down) in eV: 7.701 / 7.485
Expectation value of S²: 2.07

Each line ends with the natural charge from an NBO analysis.
CARTESIAN COORDINATES (ANGSTROEM)
C1 1.471 -1.402 1.808  -0.021
C2 0.647 -0.738 1.018  0.308
C3 -1.137 2.292 -2.230  -0.293
C4 -2.060 1.694 -2.781  -0.083
C5 1.974 -2.184 2.729  -0.157
N1 -0.910 0.306 -0.439  -0.113
N2 0.008 -0.064 0.218  -0.039
H1 -0.416 2.900 -1.981  0.246
H2 -2.746 1.194 -3.418  0.272
H3 2.500 -1.851 3.524  0.232
H4 1.840 -3.218 2.684  0.237
H5 -1.172 1.070 -1.132  0.411

***

Below is a structure of composition C4H12Br4F3NO3P2Si2 in a non-equilibrium geometry, with properties calculated with the ωB97M-V functional and the def2-TZVPD basis.

Orbital gap in eV: 7.918

Each line ends with the natural charge from an NBO analysis.
CARTESIAN COORDINATES (ANGSTROEM)
N1 2.387 -2.319 1.493  -1.140
P1 1.530 -2.978 0.088  0.793
O1 2.642 -3.278 -1.205  -0.958
Si1 0.064 -1.482 -0.727  1.189
C1 0.874 0.151 -1.296  -0.942
C2 1.716 0.910 -0.132  -0.482
C3 0.943 2.090 0.580  0.984
F1 0.079 1.708 1.610  -0.329
F2 0.267 2.941 -0.276  -0.328
F3 1.925 2.887 1.209  -0.350
O2 -0.826 -2.330 -1.935  -1.218
Si2 -0.702 -1.646 -3.513  1.186
P2 -1.365 -1.127 0.960  0.562
O3 -2.892 -0.652 0.309  -0.974
Br1 -1.659 -3.176 1.935  -0.217
H1 1.783 -1.722 2.068  0.392
H2 3.203 -1.776 1.160  0.377
H3 2.606 -4.251 -1.288  0.501
H4 0.124 0.901 -1.705  0.266
H5 1.628 -0.003 -2.137  0.271
H6 2.088 0.216 0.673  0.235
H7 2.631 1.364 -0.633  0.252
H8 -1.405 -2.511 -4.488  -0.177
H9 -1.192 -0.268 -3.546  -0.193
H10 0.724 -1.706 -3.917  -0.201
H11 -3.533 -1.334 0.598  0.502
C4 -2.818 3.939 2.765  -0.493
Br2 -1.163 4.868 2.370  0.086
Br3 -2.820 2.136 2.056  0.105
Br4 -3.224 3.968 4.660  0.081
H12 -3.614 4.480 2.261  0.223

***

| no. | M (g/mol) |
| --- | --- |
| 1 | 249.98 |
| 2 | 93.11 |
| 3 | 616.87 |